--- one ---
{
  "formula": "C6H9N3",
  "method": "the ωB97M-V functional and the def2-TZVPD basis",
  "elements": ["C", "C", "C", "N", "C", "N", "N", "C", "C", "H", "H", "H", "H", "H", "H", "H", "H", "H"],
  "xyz": [[0.33639, 1.11489, -2.47147], [1.07038, 0.86093, -1.09081], [0.60107, 0.53307, 0.12599], [1.40903, 0.40377, 1.27271], [0.86657, -0.27154, 2.21926], [-0.34699, -1.07199, 2.27146], [-1.37672, -0.69732, 1.30643], [-1.20951, -1.37042, 0.03326], [-0.88690, 0.09694, 0.10426], [0.52863, 2.18156, -2.76014], [0.81798, 0.51506, -3.26908], [-0.80555, 0.92830, -2.40341], [2.18183, 1.08404, -1.05550], [1.45208, -0.28438, 3.18672], [-0.63630, -1.08577, 3.21447], [-0.26166, -1.93717, -0.16811], [-2.06114, -1.85778, -0.41149], [-1.67918, 0.85782, -0.10456]],
  "orbital_gap_ev": 9.547,
  "e_homo_ev": -8.5,
  "charge": 0
}

=====

--- two ---
{
  "formula": "C6H9N3",
  "method": "the ωB97M-V functional and the def2-TZVPD basis",
  "elements": ["C", "N", "C", "N", "C", "C", "N", "C", "C", "H", "H", "H", "H", "H", "H", "H", "H", "H"],
  "xyz": [[-2.31437, 0.24031, 1.13307], [-1.12852, 0.95935, 0.42630], [0.03307, 0.51072, 0.07154], [0.89237, 1.53575, -0.00325], [2.11489, 1.34995, -0.45405], [2.61619, 0.12498, -0.82227], [1.81329, -0.94769, -0.63049], [0.51264, -0.67890, -0.42587], [-0.53701, -1.72117, -0.58003], [-3.03827, 1.00373, 1.54069], [-1.73453, -0.23438, 1.89375], [-2.50313, -0.62280, 0.35171], [-1.16421, 2.01882, 0.69429], [2.78967, 2.13563, -0.37517], [3.72511, 0.19208, -0.98706], [-0.01987, -2.53202, -1.13338], [-0.77167, -2.07933, 0.44075], [-1.28564, -1.25505, -1.14055]],
  "orbital_gap_ev": 8.714,
  "e_homo_ev": -7.9,
  "charge": 0
}

=====

The data favor two; the next most stable structure lies 26.9 kcal/mol above it.

=====

--- one ---
{
  "formula": "C6H9N3",
  "method": "the ωB97M-V functional and the def2-TZVPD basis",
  "elements": ["H", "N", "N", "C", "C", "C", "C", "C", "C", "N", "H", "H", "H", "H", "H", "H", "H", "H"],
  "xyz": [[-1.59593, -1.51864, 1.44872], [-2.20792, -0.67692, 1.43665], [-1.73826, 0.38196, 1.09537], [-0.09253, 0.62458, 0.87196], [0.44167, 1.41800, 1.78608], [0.25491, -0.01439, -0.38388], [0.17482, -1.52967, -0.39725], [-0.38858, 0.62294, -1.60847], [2.02543, 0.37173, -0.49658], [3.02726, 0.21571, -1.06755], [-0.16344, 1.80765, 2.59927], [1.47607, 1.73857, 1.72890], [0.69430, -1.93384, -1.27062], [-0.86870, -1.87629, -0.46609], [0.61183, -1.96741, 0.50352], [-0.48415, 1.70556, -1.49446], [-1.38598, 0.20759, -1.79033], [0.21919, 0.42288, -2.49525]],
  "orbital_gap_ev": 9.247,
  "e_homo_ev": -8.9,
  "charge": 0
}

=====

--- two ---
{
  "formula": "C6H9N3",
  "method": "the ωB97M-V functional and the def2-TZVPD basis",
  "elements": ["C", "C", "C", "N", "C", "C", "C", "N", "N", "H", "H", "H", "H", "H", "H", "H", "H", "H"],
  "xyz": [[-3.32301, 0.44493, 1.10056], [-2.29058, -0.25174, 0.62045], [-1.49576, 0.46117, -0.59028], [-0.04876, 0.42083, -0.28501], [0.80051, -0.56534, -0.58432], [2.00222, -0.06222, -0.03528], [3.35633, -0.67068, -0.32903], [1.80020, 1.17155, 0.44096], [0.55104, 1.39967, 0.35329], [-4.04395, 0.15524, 1.94166], [-3.57664, 1.46507, 0.75489], [-2.02145, -1.27122, 0.91423], [-1.54724, -0.11947, -1.43635], [-1.76805, 1.45283, -0.73164], [0.50641, -1.45941, -0.95473], [4.03894, -0.57923, 0.50985], [3.12737, -1.71190, -0.50154], [3.93242, -0.28009, -1.18772]],
  "orbital_gap_ev": 10.032,
  "e_homo_ev": -9.1,
  "charge": 0
}

=====

The data favor two; the next most stable structure lies 43.3 kcal/mol above it.

=====

--- one ---
{
  "formula": "C2H2FO2S",
  "method": "the ωB97M-V functional and the def2-TZVPD basis",
  "elements": ["C", "C", "O", "O", "F", "S", "H", "H"],
  "xyz": [[2.28251, -0.96548, 1.31838], [-0.86148, -0.20701, 0.07568], [-1.99503, -0.46263, -0.71819], [-0.66324, 1.28611, -2.18986], [2.32946, 0.39681, 1.06271], [-1.46616, 1.06988, -0.99385], [1.70834, -1.29244, 0.40378], [-1.33440, 0.17476, 1.04135]],
  "orbital_gap_ev": [6.049, 6.047],
  "e_homo_ev": [-3.0, -3.0],
  "charge": -1
}

=====

--- two ---
{
  "formula": "C2H2FO2S",
  "method": "the ωB97M-V functional and the def2-TZVPD basis",
  "elements": ["C", "C", "O", "O", "F", "S", "H", "H"],
  "xyz": [[-0.46546, 2.44114, -0.30052], [-1.46394, 1.91597, 0.40952], [4.89600, -0.31448, -1.05513], [4.08623, 0.44800, 1.18217], [-2.25766, 0.81972, 0.00394], [3.69781, 0.01230, -0.19872], [-0.21324, 3.40230, 0.06460], [-0.09520, 2.10515, -1.24938]],
  "orbital_gap_ev": [7.012, 2.481],
  "e_homo_ev": [-4.2, -1.6],
  "charge": -1
}

=====

The data favor two; the next most stable structure lies 71.1 kcal/mol above it.

=====

--- one ---
{
  "formula": "C5H12O2S",
  "method": "the ωB97M-V functional and the def2-TZVPD basis",
  "elements": ["C", "S", "C", "C", "C", "C", "O", "H", "H", "H", "H", "H", "H", "H", "H", "H", "H", "O", "H", "H"],
  "xyz": [[-0.09528, 2.00593, -1.86951], [1.22752, 0.63416, -1.37259], [0.30895, -0.60509, -0.53397], [0.00240, -0.74384, 0.89540], [-1.52606, -0.80538, 0.99094], [-2.16378, 0.61444, 1.16357], [-1.60643, 1.43174, 1.77105], [-1.06048, 2.10418, -1.29551], [0.51159, 2.91034, -2.17752], [-0.64290, 1.61315, -2.83589], [0.88191, -1.45451, -0.81722], [-0.65759, -0.63335, -1.04015], [0.41071, 0.02492, 1.56057], [0.59210, -1.59163, 1.23622], [-2.09257, -1.18393, 0.06923], [-1.91761, -1.49583, 1.81780], [-2.98233, 0.82576, 0.45530], [4.05301, -1.11713, 0.82757], [3.12136, -1.20187, 1.20742], [3.63548, -1.33208, -0.05270]],
  "orbital_gap_ev": 9.219,
  "e_homo_ev": -8.7,
  "charge": 0
}

=====

--- two ---
{
  "formula": "C5H12O2S",
  "method": "the ωB97M-V functional and the def2-TZVPD basis",
  "elements": ["C", "S", "C", "C", "C", "C", "O", "H", "H", "H", "H", "H", "H", "H", "H", "H", "H", "O", "H", "H"],
  "xyz": [[3.19935, 0.74257, 0.39387], [2.15173, -0.83159, 0.76723], [0.36438, -0.44267, 1.12565], [-0.26288, 0.93443, 1.07137], [-1.07598, 1.19892, -0.24878], [-1.74186, 0.01351, -0.90782], [-2.97933, -0.10668, -1.09474], [3.70660, 0.84716, 1.35907], [3.86978, 0.66425, -0.58573], [2.36792, 1.48257, 0.26123], [0.45463, -0.64300, 2.28659], [-0.20963, -1.18953, 0.42358], [0.38424, 1.77257, 1.45684], [-1.01906, 0.99114, 1.97555], [-1.78970, 2.05064, -0.14720], [-0.48528, 1.72568, -0.99577], [-1.11435, -0.95531, -1.12975], [-1.86112, -2.94816, -2.31508], [-1.58945, -3.13692, -1.47491], [-2.37001, -2.16957, -2.22120]],
  "orbital_gap_ev": 8.991,
  "e_homo_ev": -8.6,
  "charge": 0
}

=====

The data favor one; the next most stable structure lies 2.0 kcal/mol above it.